(1)
Density functional theory data (wB97M-V/def2-TZVPD) for a cluster of 2 separate species, C5H13N3O in total at a distorted geometry.

Atoms and positions in Å:
1 C 1.040 -2.195 0.190
2 N 1.003 -0.891 0.835
3 C 0.286 1.255 -0.462
4 C 0.861 0.926 -1.623
5 O 2.344 -0.415 0.993
6 H 2.324 0.451 0.558
7 H 0.750 2.013 0.159
8 H 1.749 -2.885 0.654
9 H 1.322 -2.048 -0.851
10 H 0.044 -2.625 0.231
11 H 0.439 0.179 -2.281
12 H 1.805 1.358 -1.912
13 C -1.929 -0.004 -0.847
14 N -0.699 1.094 2.073
15 C -1.247 1.183 -0.169
16 N -1.604 1.191 1.219
17 H 0.636 -0.959 1.794
18 H -1.110 1.141 3.014
19 H -1.695 2.108 -0.563
20 H -1.852 0.081 -1.927
21 H -1.478 -0.933 -0.507
22 H -2.988 -0.026 -0.579

As for the HOMO-LUMO gap: 9.331 eV. As for the structure (SMILES): [H]/N=N/[C@H](C)C=C.CNO. The spin multiplicity is 1. The highest occupied orbital energy comes out at -8.497 eV.

=====

(2)
Density functional theory data (wB97M-V/def2-TZVPD) for a structure of composition C5H13N3O at a distorted geometry.

Atoms and positions in Å:
1 C 1.770 1.187 -0.231
2 N 1.331 -0.183 -0.337
3 C -0.169 -0.515 -1.270
4 C -0.749 0.269 -2.225
5 H 2.079 -0.850 -0.477
6 H 0.029 -1.551 -1.513
7 H 2.827 1.298 -0.474
8 H 1.195 1.822 -0.915
9 H 1.602 1.558 0.790
10 H -0.987 1.306 -2.039
11 H -0.689 -0.057 -3.253
12 N -0.870 -0.497 0.192
13 N -1.444 0.730 0.529
14 C 0.297 -0.828 1.156
15 C 0.354 -0.265 2.394
16 O -1.845 -1.567 0.207
17 H -2.227 -1.496 -0.689
18 H -2.189 0.928 -0.132
19 H -1.797 0.635 1.479
20 H 0.482 -1.889 1.055
21 H 0.157 0.782 2.570
22 H 0.842 -0.817 3.183

As for the HOMO-LUMO gap: 7.748 eV. The spin multiplicity is 1. The highest occupied orbital energy comes out at -6.919 eV.

=====

(3)
Density functional theory data (wB97M-V/def2-TZVPD) for the molecule C5H13N3O2.

Atoms and positions in Å:
1 C -0.756 0.261 -0.222
2 C 0.458 -0.295 -1.148
3 C -1.435 -0.944 0.422
4 C -0.471 1.241 0.953
5 N 1.774 -0.580 0.802
6 C 1.559 0.215 -0.301
7 N -1.592 0.949 -1.195
8 N 0.525 -1.694 -1.479
9 O 2.343 0.124 1.876
10 O 1.922 1.377 -0.324
11 H 2.510 1.017 1.502
12 H 2.203 -1.488 0.695
13 H 0.420 0.262 -2.086
14 H -2.474 1.230 -0.778
15 H -1.113 1.794 -1.488
16 H 0.489 -2.285 -0.657
17 H -0.244 -1.948 -2.086
18 H -0.715 -1.462 1.051
19 H -2.259 -0.618 1.051
20 H -1.832 -1.626 -0.326
21 H 0.036 0.771 1.790
22 H -1.441 1.586 1.312
23 H 0.093 2.114 0.634

As for the HOMO-LUMO gap: 10.119 eV. As for the structure (SMILES): CC(C)(N)[C@H](N)C(=O)NO. The spin multiplicity is 1. The highest occupied orbital energy comes out at -9.305 eV.

=====

(4)
Density functional theory data (wB97M-V/def2-TZVPD) for a cluster of 2 separate species, C5H13N3O2 in total.

Atoms and positions in Å:
1 C 1.932 -0.108 -1.150
2 C -0.686 -1.798 1.207
3 N 0.567 -0.600 -1.218
4 C -0.352 -0.328 1.132
5 N 0.436 -1.906 -1.755
6 O 0.672 0.156 1.547
7 H 0.881 -2.551 -1.106
8 H 0.924 -1.999 -2.653
9 H 2.436 -0.082 -2.131
10 H 1.922 0.889 -0.722
11 H 2.497 -0.756 -0.481
12 H -1.449 -1.952 1.970
13 H 0.203 -2.354 1.489
14 H -1.059 -2.155 0.252
15 C -0.426 2.656 0.751
16 C -1.640 1.786 0.655
17 N -1.430 0.415 0.666
18 O -2.768 2.198 0.551
19 H -2.276 -0.112 0.484
20 H -0.010 0.017 -1.783
21 H 0.197 2.345 1.588
22 H -0.734 3.693 0.862
23 H 0.164 2.545 -0.157

As for the HOMO-LUMO gap: 10.032 eV. As for the structure (SMILES): CC(=O)NC(C)=O.CNN. The spin multiplicity is 1. The highest occupied orbital energy comes out at -9.273 eV.

=====

(5)
Density functional theory data (wB97M-V/def2-TZVPD) for the molecule C5H13N3O3S at a distorted geometry.

Atoms and positions in Å:
1 C 1.719 0.996 0.575
2 C 1.256 -1.456 0.163
3 C 0.138 0.162 -1.255
4 C -1.765 -0.631 0.833
5 C 0.683 -0.011 0.138
6 N -2.902 -1.908 -0.481
7 N -1.812 -1.738 0.072
8 N -0.390 -0.017 1.198
9 O -2.551 1.968 0.410
10 O -2.949 0.376 -1.478
11 O -4.419 0.163 0.471
12 S -3.137 0.442 -0.070
13 H 1.946 0.660 1.618
14 H 2.458 0.806 -0.115
15 H 1.583 2.076 0.389
16 H 2.042 -1.599 0.878
17 H 1.845 -1.430 -0.766
18 H 0.299 -2.062 0.097
19 H -0.260 -0.708 -1.817
20 H -0.763 0.797 -1.254
21 H 0.876 0.630 -1.931
22 H -2.417 -0.883 1.785
23 H -2.852 -2.724 -0.988
24 H -3.067 2.696 -0.091
25 H -0.522 0.864 1.575

As for the HOMO-LUMO gap: 9.030 eV. As for the structure (SMILES): [H]/N=N/[C@@H](NC(C)(C)C)S(=O)(=O)O. The spin multiplicity is 1. The highest occupied orbital energy comes out at -9.326 eV.

=====

(6)
Density functional theory data (wB97M-V/def2-TZVPD) for the molecule C5H13N3O4S at a distorted geometry.

Atoms and positions in Å:
1 C 4.440 -0.018 0.361
2 C 3.142 0.363 -0.380
3 C 1.834 -0.059 0.254
4 C 0.621 0.576 -0.359
5 C -0.647 -0.155 0.290
6 N -4.665 -1.114 -0.595
7 N -1.950 0.011 -0.334
8 N -2.520 1.308 -0.259
9 O -3.633 1.339 -0.680
10 O -1.878 2.267 0.074
11 O -3.646 -0.899 1.690
12 O -2.603 -2.524 0.140
13 S -3.278 -1.288 0.334
14 H 4.321 0.241 1.364
15 H 4.718 -1.007 0.194
16 H 5.304 0.570 0.039
17 H 3.134 0.056 -1.426
18 H 2.955 1.507 -0.483
19 H 1.898 0.253 1.334
20 H 1.800 -1.141 0.164
21 H 0.720 0.521 -1.422
22 H 0.713 1.566 0.098
23 H -0.708 0.183 1.363
24 H -0.424 -1.158 0.309
25 H -4.683 -1.377 -1.546
26 H -4.967 -0.023 -0.521

As for the HOMO-LUMO gap: 10.437 eV. As for the structure (SMILES): CCCCCN([N+](=O)[O-])S(N)(=O)=O. The spin multiplicity is 1. The highest occupied orbital energy comes out at -10.676 eV.

=====

(7)
Density functional theory data (wB97M-V/def2-TZVPD) for the ion C5H13N3PS3 with charge +1 at a distorted geometry.

Atoms and positions in Å:
1 C 0.752 0.915 0.457
2 C -1.048 -1.878 -0.740
3 C -1.315 -1.054 1.657
4 C 1.632 1.593 -1.900
5 C -0.363 -1.278 0.481
6 N 1.300 3.138 -0.267
7 N 1.295 1.904 -0.547
8 N -0.152 0.080 -0.056
9 P 1.242 3.577 1.302
10 S 3.381 3.718 1.391
11 S 0.228 1.916 2.107
12 S 0.244 5.431 1.305
13 H 1.672 0.216 0.783
14 H -2.003 -1.451 -0.811
15 H -0.427 -1.888 -1.551
16 H -1.230 -2.898 -0.437
17 H -2.146 -0.427 1.426
18 H -0.871 -0.476 2.599
19 H -1.558 -1.979 2.062
20 H 2.506 0.931 -1.829
21 H 1.732 2.496 -2.308
22 H 0.977 0.904 -2.446
23 H 0.763 -1.540 0.766
24 H -0.894 0.533 -0.552
25 H 1.461 6.032 1.281

As for the HOMO-LUMO gap (spin up / spin down): 6.882 / 6.886 eV. As for the structure (SMILES): CC(C)N[C@@H]1S[P@](=S)(S)N=[N+]1C. Its charge is +1. The spin multiplicity is 1. The highest occupied orbital energy (spin up / spin down) comes out at -12.611 / -12.613 eV.

=====

(8)
Density functional theory data (wB97M-V/def2-TZVPD) for the ion C5H13N4 with charge +1 at a distorted geometry.

Atoms and positions in Å:
1 C -0.461 1.547 -0.697
2 C -1.206 0.333 -0.210
3 C 1.462 0.538 0.025
4 C -2.247 0.715 0.916
5 C -0.245 -1.825 -0.669
6 N 0.806 1.566 -0.613
7 N 1.755 0.635 1.366
8 N 2.372 -0.255 -0.884
9 N -0.268 -0.699 0.255
10 H -0.926 2.329 -1.099
11 H -1.691 0.159 -1.165
12 H -3.151 0.188 0.708
13 H -2.303 1.754 0.943
14 H -1.689 0.378 1.733
15 H 0.447 -2.609 -0.317
16 H -1.112 -2.295 -0.892
17 H 0.287 -1.561 -1.734
18 H 1.397 1.363 2.020
19 H 2.413 -0.104 1.658
20 H 2.361 -1.233 -0.677
21 H 2.223 -0.046 -1.882
22 H -0.226 -0.876 1.216

As for the HOMO-LUMO gap: 10.678 eV. As for the structure (SMILES): CN[C@@H](C)/C=N\C(N)=[NH2+]. Its charge is +1. The spin multiplicity is 1. The highest occupied orbital energy comes out at -13.863 eV.

=====

(9)
Density functional theory data (wB97M-V/def2-TZVPD) for the ion C5H13N4 with charge +1 at a distorted geometry.

Atoms and positions in Å:
1 C 0.324 1.313 -1.052
2 C 0.538 -0.192 -1.272
3 C -0.719 1.080 1.272
4 C 1.827 -0.691 -0.646
5 C -1.384 -1.747 -1.363
6 N -1.225 -0.483 2.877
7 N -0.405 0.232 2.136
8 N -0.660 -0.918 -0.758
9 N 0.413 1.591 0.421
10 H 1.228 1.879 -1.502
11 H -0.607 1.608 -1.423
12 H 0.813 -0.229 -2.474
13 H -1.800 1.361 1.094
14 H 1.702 -0.991 0.450
15 H 2.513 0.111 -0.710
16 H 2.076 -1.652 -1.123
17 H -2.321 -1.929 -0.935
18 H -1.048 -2.102 -2.307
19 H -2.220 -0.587 2.689
20 H -0.713 -1.277 3.330
21 H 1.136 1.025 0.751
22 H 0.533 2.597 0.546

As for the HOMO-LUMO gap: 9.895 eV. As for the structure (SMILES): C=N[C@H](C)C[NH2+]/C=N/N. Its charge is +1. The spin multiplicity is 1. The highest occupied orbital energy comes out at -12.701 eV.

=====

(10)
Density functional theory data (wB97M-V/def2-TZVPD) for a cluster of 2 separate species, C5H13NO in total at a distorted geometry.

Atoms and positions in Å:
1 C 0.750 0.214 2.446
2 C 0.324 -0.296 1.052
3 C 0.341 0.680 -0.081
4 C 1.403 1.189 -0.721
5 C -2.180 0.947 0.171
6 N -0.922 1.146 -0.498
7 H 1.790 -0.040 2.572
8 H 0.853 1.301 2.456
9 H -0.018 -0.158 3.112
10 H -0.642 -0.848 1.032
11 H 1.018 -1.130 0.772
12 H 1.281 1.894 -1.530
13 H 2.401 0.811 -0.663
14 H -2.457 1.939 0.604
15 H -2.355 0.159 0.878
16 H -3.005 0.858 -0.553
17 H -0.861 1.978 -1.056
18 H 0.986 -2.788 -3.427
19 H 0.532 -4.169 -2.876
20 O 0.762 -3.686 -3.690

As for the HOMO-LUMO gap (spin up / spin down): 2.654 / 8.126 eV. Its charge is -1. The spin multiplicity is 2. As for the expectation value of S²: 0.750. The highest occupied orbital energy (spin up / spin down) comes out at 1.178 / -4.288 eV.

=====

(11)
Density functional theory data (wB97M-V/def2-TZVPD) for a cluster of 2 separate species, C5H13NO in total at a distorted geometry.

Atoms and positions in Å:
1 C 1.898 -1.505 0.949
2 C 2.501 -0.357 0.181
3 O 3.096 -0.327 -0.863
4 N 2.030 0.975 0.496
5 H 2.336 -1.634 1.890
6 H 2.139 -2.576 0.680
7 H 2.083 1.680 -0.204
8 H 1.561 1.219 1.242
9 H 0.824 -1.511 0.913
10 C -1.556 0.579 0.224
11 C -1.315 1.400 -0.990
12 C -2.127 -0.714 -0.422
13 H -0.436 0.396 0.882
14 H -2.413 0.888 0.874
15 H -0.861 0.821 -1.966
16 H -0.604 2.148 -0.882
17 H -2.767 -1.286 0.306
18 H -2.658 -0.450 -1.374
19 H -2.194 1.841 -1.409
20 H -1.539 -1.586 -0.529

As for the HOMO-LUMO gap: 10.722 eV. As for the structure (SMILES): CC(N)=O.CCC. The spin multiplicity is 1. The highest occupied orbital energy comes out at -9.853 eV.

=====

Energy above the lowest of the compared OMol25 structures with the same formula, charge and spin, record by record: 122.7 191.8 61.9 27.4 75.8 78.7 17.9 46.9 78.2 46.1 66.5 kcal/mol
Electronic energy, record by record: -11909.2941 -11906.3009 -13959.3483 -13960.8445 -26839.4202 -28885.9540 -51651.0651 -11348.0784 -11346.7214 -8930.7599 -8931.1253 eV